# 1
Formula: C5H12BF3GaO
Source: the Open Molecules 2025 dataset
Level of theory: ωB97M-V with the def2-TZVPD basis set

Each line ends with the natural charge from an NBO analysis.
Cartesian coordinates (Å):
C  -2.6503  -0.7916  -0.2905  -0.60
C  -1.6980  -1.8106  0.3689  -0.79
B  -0.9461  -1.0370  1.5408  0.59
O  -1.7774  -0.7323  2.6457  -0.96
Ga  1.0663  -0.4215  1.5719  0.46
C  1.7362  -0.1555  -0.3917  -0.85
C  1.8773  1.3535  -0.6697  -0.50
C  1.3099  1.8282  -1.9832  0.97
F  1.2132  0.9270  -2.9206  -0.33
F  0.0897  2.3491  -1.8355  -0.35
F  2.0403  2.8289  -2.4937  -0.36
H  -3.4082  -1.3217  -0.8571  0.19
H  -2.1119  -0.1660  -0.9884  0.20
H  -3.0973  -0.1609  0.4620  0.20
H  -1.0279  -2.1977  -0.3844  0.21
H  -2.2834  -2.6042  0.8262  0.20
H  -1.6599  0.2172  2.7961  0.49
H  2.0324  -1.4064  2.3987  -0.30
H  1.1541  1.0435  2.2901  -0.34
H  2.7128  -0.6137  -0.4191  0.20
H  1.0902  -0.6609  -1.0971  0.20
H  1.4068  1.9299  0.1098  0.23
H  2.9313  1.6029  -0.6794  0.21

LUMO	0.1298	Eh
M	225.7	g/mol
HOMO-LUMO gap	0.2668	Ha
net charge	-1

# 2
Formula: C5H12BrN2
Source: the Open Molecules 2025 dataset
Level of theory: ωB97M-V with the def2-TZVPD basis set

Each line ends with the natural charge from an NBO analysis.
Cartesian coordinates (Å):
C  0.6156  -0.8412  0.1389  -0.05
C  -1.6626  -0.3370  -2.3602  0.08
C  -1.3417  1.1429  -0.4073  0.47
C  -0.8013  2.5285  -0.7740  -0.65
C  -1.7941  0.8926  1.0050  -0.71
N  -1.5674  0.2817  -1.2861  -0.28
N  1.3481  -0.5147  1.1237  -0.63
Br  1.1525  -3.7957  1.2899  -0.26
H  -0.2325  -1.5406  0.2740  0.19
H  0.7972  -0.4469  -0.8384  0.14
H  -2.6116  -0.2204  -2.9255  0.24
H  -1.0183  -1.1883  -2.5850  0.24
H  -1.6928  2.9802  -1.1043  0.27
H  -0.0708  2.4831  -1.5450  0.25
H  -0.2369  2.9378  0.1083  0.27
H  -2.2715  1.8465  1.3411  0.27
H  -1.0839  0.6978  1.7651  0.30
H  -2.4445  0.0219  1.1847  0.26
H  1.4292  -2.4580  1.9354  0.24
H  2.1068  0.1760  1.0811  0.38

LUMO	-0.1823	Eh
M	180.1	g/mol
HOMO-LUMO gap	0.2960	Ha
net charge	+1

# 3
Formula: C5H12BrN2
Source: the Open Molecules 2025 dataset
Level of theory: ωB97M-V with the def2-TZVPD basis set

Each line ends with the natural charge from an NBO analysis.
Cartesian coordinates (Å):
C  -0.7244  -0.2242  -0.0688  0.36
C  1.1117  -1.6009  0.2345  -0.42
C  -1.2063  -2.5548  0.1766  -0.46
C  0.3079  2.1014  -1.3049  -0.48
C  0.5637  2.0277  1.0482  -0.46
N  -0.3244  -1.4119  0.0171  -0.39
N  0.6772  1.3825  -0.2011  -0.22
Br  -2.4723  0.3464  -0.5417  0.20
H  1.5698  -0.7250  -0.1160  0.26
H  1.2711  -1.8174  1.3361  0.24
H  1.4522  -2.4966  -0.4303  0.24
H  -1.5214  -2.7202  1.2127  0.25
H  -2.0875  -2.3759  -0.4950  0.25
H  -0.7753  -3.5312  -0.2595  0.26
H  0.0971  1.3556  -2.0704  0.23
H  1.1559  2.9586  -1.6003  0.29
H  -0.5970  2.6684  -1.0540  0.19
H  0.5436  1.3123  1.7812  0.21
H  -0.4100  2.4899  1.1644  0.19
H  1.3684  2.8152  1.1713  0.26

LUMO (alpha / beta)	-0.1837 / -0.1837	Eh
M	180.1	g/mol
HOMO-LUMO gap (alpha / beta)	0.3079 / 0.3079	Ha
net charge	+1

# 4
Formula: C5H12BrN2
Source: the Open Molecules 2025 dataset
Level of theory: ωB97M-V with the def2-TZVPD basis set

Each line ends with the natural charge from an NBO analysis.
Cartesian coordinates (Å):
C  -1.2164  -0.9506  -0.4787  -0.28
C  -1.3616  0.4677  0.0658  -0.19
C  0.9509  0.3324  0.5516  -0.17
C  0.7839  -2.5108  0.0392  -0.43
C  0.1807  2.5311  0.0380  -0.43
N  -0.1537  -1.5439  0.3068  -0.32
N  -0.0275  1.0859  -0.2723  -0.40
Br  2.6587  0.1206  -0.0578  0.20
H  -2.0932  -1.5930  -0.2032  0.26
H  -1.1249  -1.0279  -1.5422  0.19
H  -2.1556  1.0282  -0.2882  0.24
H  -1.3234  0.3634  1.1013  0.23
H  0.8944  0.5052  1.6831  0.26
H  1.3383  -2.7341  0.9126  0.23
H  0.0622  -3.3748  -0.1783  0.25
H  1.3431  -2.3393  -0.8057  0.18
H  0.0132  2.7379  1.0778  0.24
H  1.2403  2.7185  -0.0810  0.24
H  -0.2625  3.2705  -0.6345  0.25
H  0.2529  0.9129  -1.2344  0.44

LUMO (alpha / beta)	-0.1412 / -0.1411	Eh
M	180.1	g/mol
HOMO-LUMO gap (alpha / beta)	0.3259 / 0.3258	Ha
net charge	+1

# 5
Formula: C5H12Cl2Si
Source: the Open Molecules 2025 dataset
Level of theory: ωB97M-V with the def2-TZVPD basis set

Each line ends with the natural charge from an NBO analysis.
Cartesian coordinates (Å):
C  -0.8868  -1.3683  -0.0019  -0.61
C  0.0447  -0.0459  2.0317  -0.64
C  -1.5504  0.9754  0.4799  -0.59
C  0.9912  0.4331  -2.4067  -1.18
C  -0.4188  0.0430  0.5684  -0.54
Si  1.0756  0.5890  -0.4919  1.79
Cl  2.5018  1.6523  0.3167  -0.31
Cl  3.0754  -1.8341  0.0489  -0.74
H  -0.2644  -2.2534  0.0518  0.26
H  -1.9697  -1.5477  0.4364  0.21
H  -1.0408  -1.2836  -1.0653  0.21
H  0.3175  0.9561  2.4391  0.21
H  0.9849  -0.6073  2.0874  0.25
H  -0.7356  -0.6570  2.6524  0.23
H  -2.5059  0.5178  0.6530  0.23
H  -1.4596  1.8061  1.1437  0.22
H  -1.3871  1.3995  -0.6178  0.18
H  0.1305  0.9644  -2.7972  0.25
H  2.0589  0.8247  -2.7870  0.28
H  1.0386  -0.5640  -2.7416  0.28

LUMO	-0.0300	Eh
M	171.1	g/mol
HOMO-LUMO gap	0.2881	Ha

# 6
Formula: C5H12ClO2PtSm
Source: the Open Molecules 2025 dataset
Level of theory: ωB97M-V with the def2-TZVPD basis set

Each line ends with the Löwdin charge.
Cartesian coordinates (Å):
Sm  -0.0983  1.2445  -0.4181  1.28
Cl  -0.7262  3.6349  -0.6553  -0.19
C  -2.1547  0.0201  -0.1606  -0.08
H  -2.0584  -0.5493  0.7667  0.04
H  -2.5455  -0.6523  -0.9368  0.04
H  -2.9001  0.8138  0.0097  0.04
Pt  0.6476  -0.8082  -2.4925  0.87
C  2.0704  0.6955  -2.6310  -0.36
C  -0.7529  -0.0198  -3.7860  -0.35
C  0.6378  -2.0319  -1.0291  -0.37
H  -1.4468  -0.8290  -4.0572  -0.02
H  -1.3038  0.8235  -3.3391  -0.04
H  -0.2005  0.3188  -4.6805  -0.01
H  2.9996  0.3023  -2.2004  -0.01
H  2.2012  0.8433  -3.7169  0.00
H  1.8385  1.6760  -2.1772  -0.05
H  -0.3181  -2.3738  -0.5697  -0.06
H  1.5432  -2.2647  -0.4408  -0.04
O  1.8963  1.0442  0.8632  -0.17
C  1.1781  0.8408  1.9020  -0.46
O  -0.1036  0.8930  1.8615  -0.21
H  1.6819  0.6221  2.8529  0.14

LUMO (alpha / beta)	-0.0433 / -0.1298	Eh
M	485.0	g/mol
multiplicity	10
HOMO-LUMO gap (alpha / beta)	0.1849 / 0.2245	Ha
<S²>	24.770